No. 1
The following is a quantum chemistry calculation of a structure of composition C29H67N9O11, from OMol25.

```
116
C29H67N9O11 (ωB97M-V with the def2-TZVPD basis set)
O 1.356 1.383 0.958
C 0.014 1.059 0.656
C -0.570 -0.417 0.892
O -0.146 -1.153 1.990
H -0.251 1.445 -0.351
H -0.645 1.796 1.162
H -0.333 -0.998 -0.027
H -1.677 -0.503 0.850
C 6.183 -0.747 -0.344
C 4.655 -0.665 -0.248
O 4.151 -0.475 0.833
N 4.011 -0.834 -1.426
C 2.594 -0.626 -1.674
H 6.480 -1.174 0.611
H 6.683 0.185 -0.594
H 6.281 -1.518 -1.115
H 4.545 -0.908 -2.276
H 2.321 0.336 -2.113
H 2.088 -0.843 -0.732
H 2.334 -1.350 -2.452
C 1.356 4.254 -0.920
C 2.792 4.104 -1.368
O 3.283 5.023 -2.034
N 3.386 2.938 -1.080
C 4.706 2.497 -1.450
H 1.312 4.288 0.170
H 0.779 3.387 -1.247
H 0.815 5.118 -1.300
H 2.815 2.455 -0.384
H 5.151 1.972 -0.604
H 5.342 3.321 -1.769
H 4.630 1.718 -2.213
C -3.955 4.096 -2.276
C -3.204 3.535 -1.083
O -2.799 4.260 -0.192
N -3.217 2.199 -1.018
C -2.807 1.589 0.253
H -4.525 3.318 -2.791
H -3.377 4.470 -3.124
H -4.596 4.914 -1.951
H -3.853 1.662 -1.579
H -1.855 1.996 0.589
H -2.653 0.526 0.074
H -3.513 1.844 1.045
C 1.145 4.125 4.467
C 1.398 3.022 3.475
O 1.975 1.998 3.804
N 1.066 3.128 2.181
C 0.297 4.142 1.492
H 1.384 5.107 4.048
H 1.789 3.965 5.328
H 0.095 4.181 4.759
H 1.331 2.288 1.653
H -0.287 3.722 0.675
H 0.991 4.864 1.054
H -0.402 4.672 2.140
C -0.827 0.580 -3.139
C -1.371 0.031 -4.428
O -0.567 -0.462 -5.225
N -2.677 0.089 -4.738
C -3.245 -0.365 -6.008
H -0.111 -0.121 -2.708
H -1.665 0.575 -2.439
H -0.262 1.503 -3.240
H -3.363 0.346 -4.048
H -2.412 -0.498 -6.693
H -3.944 0.372 -6.401
H -3.788 -1.275 -5.751
C -1.113 -4.518 -5.856
C -1.218 -3.808 -4.530
O -1.768 -4.355 -3.582
N -0.822 -2.509 -4.549
C -0.827 -1.593 -3.424
H -1.726 -4.086 -6.648
H -1.454 -5.548 -5.772
H -0.076 -4.469 -6.195
H -0.365 -2.220 -5.398
H 0.142 -1.149 -3.204
H -1.319 -2.004 -2.546
H -1.470 -0.778 -3.768
C 3.409 -4.368 0.046
C 2.483 -3.579 0.943
O 2.977 -3.007 1.908
N 1.190 -3.461 0.604
C 0.534 -4.166 -0.475
H 3.154 -5.397 -0.223
H 4.357 -4.454 0.578
H 3.675 -3.927 -0.919
H 0.611 -2.886 1.222
H 0.431 -5.193 -0.113
H 1.163 -4.073 -1.362
H -0.444 -3.767 -0.733
C -0.057 -0.060 7.457
C -0.292 0.074 5.943
O 0.574 -0.339 5.200
N -1.367 0.793 5.511
C -1.674 1.071 4.114
H -0.067 0.945 7.889
H 0.928 -0.501 7.576
H -0.897 -0.537 7.966
H -2.063 1.053 6.190
H -0.771 1.577 3.764
H -2.597 1.591 3.870
H -1.629 0.149 3.525
C -2.970 -3.602 1.259
C -3.345 -3.416 2.693
O -4.324 -3.996 3.176
N -2.541 -2.604 3.358
C -2.602 -2.349 4.777
H -2.052 -3.085 0.978
H -3.834 -3.232 0.702
H -2.926 -4.663 1.016
H -1.785 -2.196 2.814
H -3.119 -3.093 5.384
H -3.142 -1.429 5.008
H -1.607 -2.302 5.220
```

Summary:
**E**: -67083.0287 eV
**Net charge**: -2


No. 2
The following is a quantum chemistry calculation of a cluster of 5 separate species, C40H70N4O3 in total, from OMol25.

```
117
C40H70N4O3 (ωB97M-V with the def2-TZVPD basis set)
O -6.639 -2.659 -5.145
C -6.447 -3.257 -6.164
C -5.941 -4.676 -6.185
C -4.627 -4.885 -5.469
C -4.507 -5.962 -4.589
C -3.319 -6.211 -3.914
C -2.208 -5.400 -4.092
C -2.318 -4.309 -4.941
C -3.517 -4.053 -5.622
C -3.569 -2.842 -6.488
O -4.204 -2.797 -7.512
C -2.795 -1.687 -5.972
C -3.257 -0.383 -6.133
C -2.522 0.659 -5.580
C -1.336 0.396 -4.897
C -0.861 -0.902 -4.749
C -1.602 -1.946 -5.287
C -1.187 -3.364 -5.146
O -0.040 -3.719 -5.193
H -6.656 -2.775 -7.129
H -5.898 -5.066 -7.198
H -6.687 -5.272 -5.659
H -5.350 -6.613 -4.416
H -3.240 -7.040 -3.225
H -1.279 -5.592 -3.579
H -4.185 -0.232 -6.663
H -2.884 1.671 -5.680
H -0.785 1.225 -4.477
H 0.055 -1.114 -4.222
C -2.930 -6.092 -0.285
C -1.900 -7.202 -0.126
N -0.625 -6.724 0.370
C 0.449 -7.694 0.239
C 0.348 -8.997 1.041
C -0.673 -5.990 1.623
C -1.284 -6.687 2.845
H -2.532 -5.280 -0.896
H -3.821 -6.482 -0.780
H -3.245 -5.682 0.674
H -1.724 -7.649 -1.109
H -2.331 -7.999 0.501
H 1.391 -7.196 0.484
H 0.524 -7.952 -0.823
H 0.540 -8.839 2.102
H 1.100 -9.703 0.683
H -0.625 -9.475 0.929
H -1.228 -5.064 1.448
H 0.342 -5.664 1.863
H -2.227 -7.181 2.608
H -1.489 -5.947 3.622
H -0.610 -7.425 3.278
C 1.687 4.105 -3.631
C 1.037 4.125 -2.255
N 0.918 2.807 -1.660
C 0.039 2.774 -0.504
C 0.459 3.568 0.737
C 2.155 2.055 -1.536
C 3.309 2.689 -0.748
H 1.170 3.411 -4.294
H 1.639 5.099 -4.077
H 2.739 3.821 -3.583
H 0.029 4.533 -2.362
H 1.589 4.830 -1.613
H -0.116 1.729 -0.222
H -0.943 3.135 -0.827
H 1.282 3.083 1.263
H -0.378 3.620 1.437
H 0.747 4.593 0.499
H 2.516 1.832 -2.544
H 1.916 1.080 -1.104
H 3.474 3.731 -1.025
H 4.234 2.145 -0.955
H 3.147 2.642 0.329
C 2.767 -2.284 4.699
C 3.563 -0.999 4.520
N 3.353 -0.377 3.226
C 4.319 0.664 2.916
C 4.325 1.928 3.785
C 1.974 -0.083 2.887
C 1.169 0.811 3.841
H 2.962 -2.977 3.879
H 3.057 -2.770 5.631
H 1.693 -2.099 4.748
H 4.625 -1.242 4.601
H 3.335 -0.321 5.358
H 4.184 0.952 1.870
H 5.313 0.209 2.966
H 3.472 2.573 3.574
H 5.225 2.510 3.572
H 4.333 1.694 4.850
H 1.440 -1.032 2.781
H 1.959 0.356 1.885
H 1.283 0.517 4.885
H 0.107 0.736 3.597
H 1.446 1.860 3.744
C 0.297 8.703 1.388
C 0.664 8.963 2.842
N 0.201 7.922 3.739
C 0.269 8.292 5.142
C 1.651 8.546 5.757
C 0.635 6.576 3.411
C 2.143 6.307 3.311
H -0.775 8.526 1.285
H 0.558 9.571 0.781
H 0.830 7.845 0.976
H 0.193 9.899 3.151
H 1.752 9.128 2.909
H -0.243 7.521 5.723
H -0.332 9.198 5.267
H 2.205 7.621 5.912
H 1.532 9.015 6.736
H 2.255 9.217 5.146
H 0.181 6.299 2.455
H 0.196 5.885 4.136
H 2.661 7.073 2.734
H 2.309 5.351 2.808
H 2.615 6.237 4.290
```

Summary:
**E**: -54717.2554 eV
**Structure (SMILES)**: O=CCc1cccc2c1C(=O)c1ccccc1C2=O.CCN(CC)CC.CCN(CC)CC.CCN(CC)CC.CCN(CC)CC


No. 3
The following is a quantum chemistry calculation of a structure of composition C4H6O3Tb, from OMol25.

```
14
C4H6O3Tb (ωB97M-V with the def2-TZVPD basis set)
H -0.921 0.025 1.927
C -0.808 -0.802 1.211
C 0.320 -0.759 0.383
H 1.291 -0.936 0.858
H -0.146 -2.004 1.017
O -2.142 -1.116 0.794
O -2.393 -2.530 0.971
Tb -2.998 -2.788 -1.127
C 1.797 1.551 -0.895
C 0.665 0.926 -0.549
O 1.880 2.774 -1.541
H 2.788 1.188 -0.608
H -0.329 1.354 -0.731
H 0.997 3.118 -1.708
```

Summary:
**<S²>**: 16.39
**2S+1**: 8
**Energy above the lowest of the compared OMol25 structures with the same formula, charge and spin**: 196.7 kcal per mole